{"formula": "C30H46BrN3P2Re", "method": "ωB97M-V with the def2-TZVPD basis set", "e_homo_ev": [-18.882, -18.638], "de_lowest_kcal_mol": 49.95, "molar_mass_g_mol": 776.8, "charge": 4, "gap_ev": [4.8566, 3.2975], "spin_multiplicity": 4, "elements": ["Re", "Br", "P", "P", "N", "N", "N", "C", "C", "C", "C", "C", "C", "C", "C", "C", "C", "C", "C", "C", "C", "C", "C", "C", "C", "C", "C", "C", "C", "C", "C", "C", "C", "C", "C", "C", "C", "H", "H", "H", "H", "H", "H", "H", "H", "H", "H", "H", "H", "H", "H", "H", "H", "H", "H", "H", "H", "H", "H", "H", "H", "H", "H", "H", "H", "H", "H", "H", "H", "H", "H", "H", "H", "H", "H", "H", "H", "H", "H", "H", "H", "H", "H"], "coordinates": [[0.642051, 0.767502, -1.697649], [-1.754299, -1.758829, 2.499649], [-0.627925, -0.943064, -2.300726], [-1.087835, 2.082979, -0.896652], [-0.796891, -0.934227, 5.234371], [6.114427, 3.565504, -0.628633], [0.527329, -2.350989, 3.938601], [6.011914, 2.522816, 0.197789], [-0.804275, 2.499454, -3.560996], [4.989208, 1.550079, 0.082228], [1.032895, 0.235625, 0.583979], [-0.070295, -2.071057, 5.129042], [2.693733, 0.774709, -1.094530], [1.684074, 1.307076, -0.146898], [1.250087, -1.195378, 0.488181], [0.920647, -4.044535, 6.100130], [-2.582352, 1.611935, 0.126994], [-0.970706, -1.159210, -4.152271], [-1.850568, 2.662651, -2.470893], [0.164208, -2.891691, 6.247619], [1.541742, -4.279771, 4.875334], [0.795579, -2.021065, 1.484111], [-2.347286, -1.166172, -1.533481], [0.201323, -1.510747, 2.736021], [5.189528, 3.711517, -1.564779], [0.585483, 0.745638, 1.858535], [-0.672460, 3.720537, -0.142382], [4.116563, 2.805733, -1.745140], [-3.173840, -2.446011, -1.595808], [-0.519443, -3.897308, -2.724519], [1.400028, -3.388834, 3.835277], [0.011655, -2.701253, -1.973261], [0.497359, -0.074468, 2.936238], [-2.294937, -1.725850, -4.643252], [4.009547, 1.659639, -0.970236], [-3.563589, 2.693086, 0.576213], [-0.777688, 3.838402, 1.375495], [0.075781, 1.795036, -3.314053], [0.519949, 0.368731, 3.932855], [1.977362, -3.454304, 2.913752], [-1.337623, 4.456162, -0.618829], [5.275843, 4.563421, -2.240728], [-2.193681, 1.062737, 0.997103], [2.146322, -5.166391, 4.704847], [-1.380738, -0.623475, 4.462220], [0.350696, 3.928247, -0.482721], [1.799927, -1.640695, -0.367715], [-4.553602, 2.245919, 0.696488], [1.053762, -4.733334, 6.928803], [-0.829709, -0.148321, -4.563320], [-3.161112, -1.191045, -4.242662], [-1.163215, -0.706768, 6.169088], [-1.546393, 4.565561, 1.662594], [-4.153957, -2.248971, -1.138162], [3.088893, -0.231784, -0.845419], [-2.963445, -0.365375, -1.967489], [3.371077, 3.016707, -2.505796], [-1.020746, 2.900491, 1.883671], [-2.168169, -0.934138, -0.470294], [0.550823, 1.839164, 1.956148], [-0.064813, -2.840414, -0.887004], [-0.281372, -2.589061, 7.182089], [-0.324050, -3.843925, -3.790302], [-2.149996, 3.712003, -2.317461], [-2.322878, -1.613266, -5.732522], [0.157923, 4.215858, 1.799814], [-0.134409, -1.776286, -4.516192], [0.805543, -3.107482, 1.356941], [-3.373190, -2.800172, -2.611795], [-2.739776, -3.256271, -1.007158], [-0.351574, 3.467019, -3.795106], [5.017642, 0.741717, 0.821604], [-3.139434, 0.885780, -0.472183], [1.083088, -2.609695, -2.192198], [-1.575736, -4.104486, -2.595075], [-3.324397, 3.132717, 1.546073], [-1.263021, 2.102917, -4.467875], [-2.418227, -2.798850, -4.455931], [0.000455, -4.777584, -2.350608], [-2.762555, 2.079653, -2.670514], [1.835905, 2.300271, 0.304669], [-3.692292, 3.515600, -0.129999], [6.794128, 2.471964, 0.966650]], "forces_ev_per_angstrom": [[1.408, 1.128, -2.864], [-0.392, -0.132, -0.855], [-5.254, -6.127, -1.072], [-3.638, 2.816, 0.965], [-0.656, 0.329, 0.919], [-0.421, 0.019, 0.111], [0.025, 0.801, -0.613], [-0.468, -0.586, -0.429], [-0.383, 0.784, -0.689], [0.018, -0.282, -0.183], [0.556, 0.465, 1.268], [0.049, 0.257, 0.721], [3.306, 1.590, 1.658], [2.824, -1.069, 2.472], [0.015, -0.845, 0.221], [-0.600, 0.839, 0.404], [0.326, -1.219, 0.103], [1.210, 1.224, -0.352], [0.004, -0.598, 0.453], [0.422, -0.399, -0.588], [0.529, 0.008, -1.314], [0.290, 0.026, -1.364], [0.185, 0.954, 0.346], [0.698, -0.539, 1.215], [-0.526, -0.583, -0.472], [-0.262, -0.112, 0.846], [0.850, -0.142, -0.260], [0.138, 0.638, -0.209], [-0.065, -0.562, -0.112], [-0.484, -0.165, -0.515], [0.282, -1.162, 0.544], [1.322, 0.863, 0.869], [-0.627, 1.553, -0.529], [-0.516, -0.242, 0.165], [-0.565, 0.751, 0.447], [-0.126, 0.698, 0.131], [0.201, 0.249, 0.671], [-0.122, 0.264, -0.513], [-0.127, -0.304, -0.278], [-0.277, -0.227, 0.413], [0.276, -0.382, 0.013], [0.057, -0.149, 0.217], [-0.161, 0.001, -0.122], [0.083, 0.257, 0.163], [0.151, -0.081, 0.651], [-0.179, 0.392, 0.020], [-0.667, 0.301, 0.772], [0.144, -0.123, -0.133], [-0.036, 0.092, -0.074], [-0.023, -0.365, -0.264], [0.105, -0.081, -0.098], [0.168, -0.290, -0.719], [0.182, -0.213, -0.149], [0.261, 0.172, -0.110], [-0.907, 0.075, -0.736], [0.262, -0.014, 0.151], [0.172, 0.035, -0.093], [-0.120, 0.244, -0.104], [-0.148, 0.063, -0.298], [0.314, -0.718, 0.301], [-0.160, 0.036, -0.282], [-0.088, -0.169, 0.129], [0.113, -0.021, -0.114], [0.113, -0.453, -0.307], [0.136, 0.131, 0.140], [-0.090, -0.074, -0.039], [-0.117, 0.332, 0.095], [0.120, 0.402, -0.093], [0.085, 0.094, 0.392], [0.067, 0.051, -0.123], [0.334, -0.324, -0.054], [-0.253, 0.173, -0.416], [0.288, 0.181, 0.152], [0.076, -0.241, 0.064], [0.002, 0.170, 0.078], [0.153, -0.096, -0.208], [0.416, -0.119, -0.063], [0.144, 0.355, 0.071], [0.211, 0.002, 0.032], [0.327, 0.112, 0.023], [-0.497, -0.401, -0.280], [0.056, -0.073, -0.079], [-0.515, -0.245, -0.238]], "lowdin_spin": [1.797, 0.069, 0.071, 0.059, 0.000, 0.061, 0.003, -0.001, 0.040, 0.046, 0.052, 0.000, 0.192, 0.068, 0.005, 0.000, 0.027, 0.025, 0.025, 0.000, 0.000, 0.111, 0.031, 0.014, 0.004, -0.007, 0.001, 0.034, 0.008, 0.002, 0.002, 0.028, 0.072, 0.006, 0.071, 0.007, 0.001, 0.020, 0.002, 0.001, -0.001, 0.001, -0.001, 0.000, 0.001, 0.000, 0.001, 0.002, 0.000, 0.000, 0.001, 0.000, 0.000, 0.003, 0.013, 0.000, 0.002, 0.000, 0.000, 0.000, 0.001, 0.000, 0.000, 0.002, 0.002, 0.000, 0.000, 0.003, 0.000, 0.000, 0.003, 0.002, 0.000, 0.000, 0.000, 0.000, 0.003, 0.000, 0.002, 0.000, 0.010, 0.000, 0.000]}

{"formula": "C4H11NOPS", "method": "ωB97M-V with the def2-TZVPD basis set", "e_homo_ev": -12.749, "de_lowest_kcal_mol": 27.32, "molar_mass_g_mol": 152.2, "charge": 1, "gap_ev": 8.7905, "elements": ["S", "P", "O", "N", "C", "C", "C", "C", "H", "H", "H", "H", "H", "H", "H", "H", "H", "H", "H"], "coordinates": [[-1.850457, -1.988138, -2.414671], [0.381525, 0.097570, -0.440724], [-0.500266, 0.208663, -1.846733], [1.963054, -0.291530, 1.221823], [-1.200314, 0.110419, 0.538359], [-1.847477, -0.106962, -1.759613], [-2.248636, -0.129511, -0.322517], [2.087430, 1.004115, 1.957318], [-3.216058, -0.284402, 0.144363], [2.442589, 1.764705, 1.295059], [1.123452, -1.045299, -0.792937], [-1.412235, -0.007323, 1.584908], [1.504999, -0.929291, 1.862414], [-2.422308, -1.695490, -3.601091], [0.940012, 1.250097, 2.030666], [2.907369, -0.590178, 0.778638], [2.637934, 0.990508, 2.812887], [1.123509, 1.249502, -0.521534], [-2.414122, 0.392547, -2.526615]], "forces_ev_per_angstrom": [[-0.768, 1.251, 0.473], [-1.461, -0.880, -0.882], [1.069, 1.302, 0.976], [1.152, 1.131, -0.776], [-0.495, -1.352, -1.541], [0.180, -3.175, -0.710], [2.340, 1.103, 1.119], [-4.511, -0.160, -3.082], [-0.158, -0.022, -0.725], [0.555, 0.379, -0.456], [-0.501, 0.201, 0.048], [0.655, 0.204, 0.389], [0.763, -0.719, -0.197], [0.143, -0.061, 0.211], [2.285, 0.112, 0.980], [-2.277, 0.046, 1.325], [1.179, -0.185, 2.564], [0.193, 0.305, 0.001], [-0.344, 0.520, 0.284]], "nbo_charge": [-0.086, 1.326, -0.773, -0.842, -0.560, 0.006, -0.100, -0.398, 0.272, 0.208, 0.021, 0.265, 0.405, 0.156, 0.191, 0.420, 0.220, 0.014, 0.254]}

{"formula": "C3H3N3O2", "method": "ωB97M-V with the def2-TZVPD basis set", "e_homo_ev": -9.472, "de_lowest_kcal_mol": 180.82, "molar_mass_g_mol": 113.1, "charge": 0, "gap_ev": 7.4737, "elements": ["O", "O", "N", "N", "N", "C", "C", "C", "H", "H", "H"], "coordinates": [[1.831341, 0.677656, -1.819673], [-0.105912, -1.726498, -1.087602], [-1.283104, -1.125606, 1.139771], [0.734244, 1.493495, 0.025272], [0.003546, -0.450580, -0.621110], [-0.319201, 1.324098, 0.723601], [-0.796650, -0.001013, 0.420044], [0.934543, 0.613458, -0.924209], [-1.889279, -0.731621, 1.775587], [-0.426497, 1.903072, 1.528212], [1.316968, -1.976460, -1.159895]], "forces_ev_per_angstrom": [[-3.382, -0.904, 3.098], [6.408, -0.253, -0.581], [2.257, 4.874, -4.329], [-0.098, 4.862, 2.409], [0.256, 2.449, -0.649], [1.768, -1.904, -2.598], [-1.096, -8.647, 2.160], [2.472, -4.021, -5.166], [-1.820, 0.915, 2.539], [-1.268, 2.114, 3.042], [-5.498, 0.515, 0.073]], "nbo_charge": [-0.530, -0.434, -0.523, -0.406, -0.180, 0.100, 0.284, 0.695, 0.319, 0.214, 0.462]}

{"formula": "C26H20BrN2O2PPd", "method": "ωB97M-V with the def2-TZVPD basis set", "e_homo_ev": [-8.044, -7.874], "de_lowest_kcal_mol": 106.36, "molar_mass_g_mol": 609.8, "charge": 0, "gap_ev": [6.6818, 6.6305], "elements": ["Pd", "Br", "P", "O", "O", "N", "N", "C", "C", "C", "C", "C", "C", "C", "C", "C", "C", "C", "C", "C", "C", "C", "C", "C", "C", "C", "C", "C", "C", "C", "C", "C", "C", "H", "H", "H", "H", "H", "H", "H", "H", "H", "H", "H", "H", "H", "H", "H", "H", "H", "H", "H", "H"], "coordinates": [[-0.006805, -0.161337, 0.422742], [1.927761, -1.192363, -1.814985], [-1.524690, 1.781709, -0.019336], [0.445679, 0.586478, 2.442188], [2.064391, 1.008806, 3.951983], [-2.727644, -0.701018, 0.216610], [2.163466, -0.181294, 0.651847], [-1.564601, -2.085440, -1.563095], [-3.559135, 0.149478, -1.578407], [-3.948184, 2.842944, 0.782442], [0.654080, 2.256688, -3.491235], [-3.005319, 2.849325, -0.242003], [-5.282869, -0.999373, 0.202314], [4.323427, -0.554877, -0.275440], [-5.162915, 3.492817, 0.616122], [-2.254409, 0.296524, -0.789592], [-0.203576, 1.736037, -2.531267], [1.026283, 4.192222, -2.118726], [4.883743, -0.103458, 0.917712], [2.694215, 0.250521, 1.795797], [-5.430228, 4.163740, -0.568164], [1.648752, 0.661579, 2.856451], [-3.782804, -1.313279, -1.976676], [2.948504, -0.576538, -0.336166], [-4.003589, -0.850513, -0.548403], [-2.677806, -2.218421, -2.284150], [1.266420, 3.483179, -3.287395], [4.068012, 0.294782, 1.964418], [-0.449600, 2.440184, -1.354712], [0.174590, 3.672455, -1.157284], [-1.554994, -1.029356, -0.558572], [-3.268660, 3.538219, -1.421734], [-4.480284, 4.194716, -1.579959], [1.923907, 3.892947, -4.043701], [0.844308, 1.697730, -4.398952], [-4.682253, 4.722046, -2.503831], [5.959913, -0.074013, 1.026510], [-0.694685, -2.714219, -1.694540], [-6.380179, 4.665156, -0.703157], [-4.701121, -1.464331, -2.530218], [-5.897009, 3.475105, 1.411399], [-0.016699, 4.226793, -0.244852], [4.460611, 0.644345, 2.908980], [-2.795453, -2.965530, -3.058044], [-6.126361, -0.856970, -0.473085], [-4.087837, 0.956327, -2.060586], [-3.725455, 2.317617, 1.704411], [-5.336759, -0.259937, 1.001714], [4.931133, -0.879103, -1.106558], [-5.357099, -1.994421, 0.645507], [-0.700966, 0.791556, -2.706895], [-2.534753, 3.552199, -2.217617], [1.506647, 5.148366, -1.955411]], "forces_ev_per_angstrom": [[-2.083, -0.570, 1.179], [0.567, -0.102, -0.335], [-0.126, -0.133, -1.257], [0.665, 0.280, 0.337], [0.156, -0.033, -0.077], [0.107, -0.148, 0.738], [1.189, -0.400, -0.349], [0.190, -0.185, -0.015], [0.223, -0.030, -0.084], [0.017, 0.003, -0.027], [-0.011, -0.059, 0.009], [0.019, 0.047, 0.541], [0.142, -0.044, 0.056], [0.095, -0.038, -0.056], [-0.007, -0.024, 0.008], [-0.459, 0.150, -0.348], [-0.064, 0.148, -0.006], [-0.021, 0.020, 0.033], [-0.096, -0.016, 0.007], [-0.292, -0.012, -0.005], [-0.065, 0.019, 0.008], [-0.172, 0.037, 0.019], [0.009, -0.041, 0.064], [-0.321, 0.079, 0.184], [-0.217, -0.007, -0.398], [0.055, 0.016, 0.041], [0.041, 0.026, -0.076], [0.038, 0.069, 0.114], [-0.056, -0.009, 0.050], [-0.016, -0.092, 0.066], [0.585, 1.018, -0.555], [0.010, 0.001, 0.040], [0.039, -0.030, -0.045], [0.024, -0.021, 0.023], [-0.022, 0.021, -0.012], [-0.021, 0.016, 0.021], [0.009, 0.007, -0.029], [-0.009, 0.018, 0.010], [0.017, 0.019, 0.009], [-0.041, 0.062, 0.057], [-0.002, 0.012, -0.006], [0.049, 0.012, 0.005], [-0.014, -0.006, -0.006], [0.058, -0.021, 0.013], [-0.013, 0.008, 0.010], [-0.081, -0.016, 0.049], [-0.038, 0.013, 0.008], [-0.049, 0.002, -0.005], [-0.014, -0.007, -0.007], [-0.004, 0.009, 0.009], [0.048, -0.096, -0.003], [-0.019, 0.022, -0.011], [-0.016, 0.004, 0.003]], "nbo_charge": [0.787, 0.081, 0.902, -0.785, -0.649, -0.400, -0.559, -0.273, -0.260, -0.226, -0.197, -0.217, -0.610, -0.282, -0.210, -0.231, -0.221, -0.223, -0.141, 0.133, -0.208, 0.737, -0.273, 0.164, 0.132, -0.174, -0.213, -0.217, -0.358, -0.149, 0.078, -0.251, -0.199, 0.215, 0.215, 0.216, 0.226, 0.229, 0.216, 0.238, 0.219, 0.212, 0.255, 0.220, 0.219, 0.246, 0.228, 0.225, 0.239, 0.224, 0.223, 0.229, 0.217]}